23
Properties=species:S:1:pos:R:3:mulliken_charge:R:1 method="wB97M-V/def2-TZVPD" relative_energy_kj_mol=100.5 charge=-1 e_tot_ha=-388.0583 orbital_gap_ev=4.91 e_lumo_ev=2.708 homo_energy_ev=-2.20
C 2.421 -0.264 -1.270 -0.6713
O 2.753 -1.577 -1.241 -0.8797
C 1.572 0.286 -0.063 -0.7372
C 0.595 -0.814 0.405 0.7721
C 0.316 -0.534 1.870 -1.7227
C -0.747 -0.813 -0.335 -0.7134
C -0.682 -1.244 -1.801 -1.1177
H 3.364 0.342 -1.338 0.3384
H 1.903 -0.001 -2.231 0.1243
H 2.237 0.613 0.733 0.4461
H 1.107 1.205 -0.477 0.1978
H 1.049 -1.778 0.147 0.3667
H -0.359 -1.255 2.341 0.4029
H 1.198 -0.435 2.499 0.4288
H -0.241 0.406 1.971 0.3010
H -1.188 0.168 -0.183 0.2636
H -1.467 -1.487 0.156 0.3204
H 0.058 -0.677 -2.356 0.1787
H -1.636 -1.134 -2.314 0.4071
H -0.320 -2.272 -1.841 0.2948
H -3.717 3.640 1.070 0.3291
H -4.052 3.503 2.486 0.3151
O -4.164 4.121 1.772 -0.6448